# 1
{
  "formula": "C29H29As2NO8S5W",
  "method": "ωB97M-V with the def2-TZVPD basis set",
  "gap_ev": [4.984, 4.989],
  "charge": 2,
  "max_force_ev_per_a": 1.212,
  "homo_ev": [-12.3041, -12.3044],
  "lumo_energy_ev": [-7.320, -7.315],
  "species": ["W", "C", "C", "C", "C", "N", "C", "C", "C", "C", "C", "C", "C", "H", "H", "H", "H", "H", "H", "H", "H", "C", "S", "C", "C", "S", "S", "C", "S", "S", "H", "H", "H", "C", "O", "C", "O", "C", "C", "As", "C", "C", "C", "As", "C", "C", "O", "O", "C", "C", "O", "O", "C", "C", "O", "O", "C", "H", "H", "H", "H", "H", "H", "H", "H", "H", "H", "H", "H", "H", "H", "H", "H", "H", "H"],
  "positions_angstrom": [[1.1037, -0.4572, -0.3341], [-0.2109, -3.9692, -2.6147], [-1.5061, -3.6222, -2.9970], [-1.9762, -2.3555, -2.7357], [-1.1553, -1.4445, -2.0778], [0.0651, -1.8170, -1.6251], [0.5385, -3.0512, -1.9268], [-1.3988, -0.0106, -1.9389], [-2.5116, 0.6211, -2.4950], [-2.5169, 1.9963, -2.6231], [-1.3971, 2.7159, -2.2263], [-0.3192, 2.0924, -1.6201], [-0.3027, 0.7040, -1.4206], [0.2146, -4.9303, -2.8625], [-2.1269, -4.3313, -3.5272], [-2.9571, -2.0534, -3.0687], [1.5469, -3.2613, -1.6057], [-3.3463, 0.0462, -2.8722], [-3.3575, 2.4989, -3.0799], [-1.3584, 3.7818, -2.4105], [0.5331, 2.7024, -1.3645], [6.3249, -0.2378, -0.7963], [5.8428, 1.4791, -1.0635], [4.5108, 1.3958, -2.1933], [3.4621, 0.5487, -2.3032], [3.1246, -0.7780, -1.2234], [2.2964, 0.8920, -3.5614], [2.9956, 2.3802, -4.1153], [2.3087, 3.3611, -5.2103], [4.5172, 2.7275, -3.3191], [7.3107, -0.1655, -0.3388], [6.4213, -0.7688, -1.7403], [5.6609, -0.7689, -0.1218], [0.7145, -5.0729, 1.1540], [0.1276, -3.8616, 1.7196], [0.5947, -2.7186, 1.3545], [1.5346, -2.5115, 0.5610], [-0.0314, -1.5379, 2.0155], [-1.3432, -1.3281, 2.1989], [-2.0078, 0.2654, 3.1158], [-3.6786, 0.5451, 2.1373], [-0.8965, 1.5582, 2.1477], [0.3831, 1.3199, 1.8071], [1.3867, -0.2623, 2.3946], [1.4803, -0.0010, 4.3219], [1.2781, 2.1519, 0.9550], [1.9479, 1.5443, 0.0893], [1.3183, 3.4141, 1.1813], [2.2346, 4.2249, 0.3750], [-1.6130, 2.8739, 2.0278], [-2.2290, 3.2824, 2.9760], [-1.4398, 3.4861, 0.8743], [-2.0780, 4.7849, 0.7684], [-2.3400, -2.3003, 1.6641], [-2.2809, -2.7195, 0.5348], [-3.2295, -2.6138, 2.5879], [-4.2768, -3.5436, 2.2051], [0.2202, -5.2680, 0.2055], [0.4938, -5.8512, 1.8750], [1.7847, -4.9369, 1.0280], [-4.3644, -0.2436, 2.4389], [-3.5327, 0.5262, 1.0582], [-4.0765, 1.5061, 2.4543], [0.5054, 0.2986, 4.7039], [2.2221, 0.7735, 4.5086], [1.8022, -0.9371, 4.7758], [1.7704, 4.4027, -0.5920], [3.1801, 3.6998, 0.2657], [2.3456, 5.1462, 0.9343], [-1.7305, 5.1963, -0.1724], [-1.7820, 5.4082, 1.6085], [-3.1582, 4.6580, 0.7616], [-5.1089, -3.3325, 2.8682], [-3.9162, -4.5579, 2.3599], [-4.5476, -3.3891, 1.1642]],
  "lowdin_charge": [1.270, -0.019, 0.005, 0.025, -0.205, -0.057, -0.105, -0.194, -0.006, -0.039, -0.053, -0.111, -0.221, 0.125, 0.131, 0.124, 0.104, 0.116, 0.119, 0.118, 0.084, -0.389, 0.866, -0.994, -1.011, 0.729, 0.916, -1.473, 0.632, 0.941, 0.045, 0.057, 0.004, 0.057, 0.044, -0.541, -0.150, -0.342, -0.283, 1.367, -0.238, -0.251, -0.312, 1.292, -0.220, -0.536, -0.154, 0.048, 0.068, -0.562, 0.129, -0.034, 0.022, -0.550, 0.136, -0.036, 0.018, 0.100, 0.111, 0.107, 0.035, 0.047, 0.040, 0.020, 0.048, 0.049, 0.106, 0.104, 0.113, 0.094, 0.108, 0.109, 0.104, 0.106, 0.098]
}

***

# 2
{
  "formula": "C29H29Br63NO3PS",
  "method": "ωB97M-V with the def2-TZVPD basis set",
  "gap_ev": 6.615,
  "max_force_ev_per_a": 4.683,
  "homo_ev": -8.4869,
  "lumo_energy_ev": -1.872,
  "species": ["N", "P", "C", "C", "S", "C", "O", "C", "C", "C", "O", "C", "C", "O", "H", "H", "H", "H", "H", "H", "H", "H", "C", "Br", "Br", "Br", "H", "C", "Br", "Br", "Br", "H", "C", "Br", "Br", "Br", "H", "C", "Br", "Br", "Br", "H", "C", "Br", "Br", "Br", "H", "C", "Br", "Br", "Br", "H", "C", "Br", "Br", "Br", "H", "C", "Br", "Br", "Br", "H", "C", "Br", "Br", "Br", "H", "C", "Br", "Br", "Br", "H", "C", "Br", "Br", "Br", "H", "C", "Br", "Br", "Br", "H", "C", "Br", "Br", "Br", "H", "C", "Br", "Br", "Br", "H", "C", "Br", "Br", "Br", "H", "C", "Br", "Br", "Br", "H", "C", "Br", "Br", "Br", "H", "C", "Br", "Br", "Br", "H", "C", "Br", "Br", "Br", "H", "C", "Br", "Br", "Br", "H", "C", "Br", "Br", "Br", "H"],
  "positions_angstrom": [[1.3269, -1.1678, 0.1387], [0.1856, -2.3008, 0.0137], [-1.5057, -1.5651, -0.3854], [-2.4009, -2.3617, -1.1724], [-2.0291, -4.0658, -1.7788], [-3.8299, -1.7376, -1.5610], [-4.3083, -2.0303, -2.6735], [-4.4930, -0.7653, -0.4956], [-6.0872, -0.7375, -0.4315], [-6.6079, -1.8732, 0.5774], [-7.6651, -2.5180, 0.3526], [-3.6281, 0.0210, 0.3067], [-2.0350, -0.1370, 0.0523], [-1.3477, 0.8947, 0.1844], [0.9116, -0.2341, 0.0087], [0.5518, -3.1416, -1.0893], [0.1569, -3.0713, 1.2458], [-2.7884, -4.8819, -0.9214], [-6.4724, 0.3054, -0.1952], [-6.5182, -1.0107, -1.4582], [-5.9612, -2.1153, 1.4903], [-4.0655, 0.7656, 1.0890], [-1.4770, -7.7093, 0.5145], [-0.3487, -6.4669, 1.4911], [-3.3593, -7.4868, 0.9425], [-1.1626, -7.5974, -1.3943], [-1.1934, -8.7125, 0.8278], [-2.9149, -5.6285, 4.5801], [-4.3213, -5.5678, 5.9141], [-2.5963, -7.4367, 3.9517], [-3.2578, -4.4005, 3.1167], [-2.0001, -5.2948, 5.0668], [-1.8049, 2.2066, 4.0112], [-2.3995, 1.5633, 5.7413], [0.0885, 1.9125, 3.7306], [-2.8524, 1.4511, 2.5667], [-1.9682, 3.2830, 3.9972], [-6.1723, 2.5872, 4.2805], [-7.0580, 4.2806, 4.6134], [-6.4921, 1.3072, 5.7021], [-6.6424, 1.8621, 2.5427], [-5.1010, 2.7852, 4.2642], [3.6942, 1.7168, 1.2231], [2.0873, 2.5928, 0.5775], [3.6493, 1.4383, 3.1453], [4.0421, 0.0662, 0.2699], [4.5258, 2.3885, 1.0187], [6.6181, -3.6255, 0.2157], [4.8273, -3.6513, -0.5277], [7.8158, -2.5017, -0.8165], [6.6072, -3.1354, 2.0948], [7.0025, -4.6418, 0.1533], [8.7893, 0.8460, -2.8091], [7.3962, 0.8823, -1.4598], [9.1130, -0.9523, -3.4669], [8.4258, 2.0874, -4.2553], [9.7071, 1.1788, -2.3269], [3.0650, -4.0161, 4.0190], [1.6680, -3.9858, 5.3671], [3.3943, -5.8110, 3.3571], [2.7016, -2.7748, 2.5760], [3.9806, -3.6824, 4.5034], [5.0177, -5.6701, 7.2763], [5.9842, -5.0548, 5.7091], [3.4613, -6.7259, 6.7999], [6.1769, -6.6135, 8.5118], [4.6549, -4.7839, 7.7938], [9.4692, 4.8858, -1.1467], [9.7665, 6.5302, -0.1634], [10.1013, 5.0138, -2.9757], [10.2237, 3.3523, -0.2299], [8.3917, 4.7319, -1.1918], [5.8081, 5.2635, -3.8114], [6.0249, 7.1843, -3.9628], [5.2679, 4.7370, -2.0248], [4.6062, 4.5640, -5.1643], [6.7852, 4.8178, -3.9918], [-7.4095, 1.9387, -3.7752], [-6.4466, 2.5420, -5.3466], [-8.9735, 0.8935, -4.2440], [-6.2541, 0.9899, -2.5378], [-7.7649, 2.8322, -3.2591], [-10.0348, 5.6827, -2.4438], [-11.8677, 5.0739, -2.6107], [-9.3806, 5.5143, -0.6263], [-8.8645, 4.7977, -3.7136], [-10.0271, 6.7430, -2.6889], [-5.5967, 6.5472, -4.8897], [-5.1334, 6.1438, -6.7292], [-4.8013, 5.2832, -3.6537], [-5.1668, 8.3798, -4.4229], [-6.6766, 6.4412, -4.8026], [-7.5850, -3.5032, 6.1140], [-6.5159, -2.2582, 7.1484], [-9.4742, -3.3376, 6.5181], [-7.2389, -3.3450, 4.2122], [-7.2823, -4.5057, 6.4105], [7.6640, 10.8373, -5.7847], [6.0587, 11.7144, -6.4281], [7.6156, 10.5652, -3.8649], [8.0143, 9.1856, -6.7384], [8.4970, 11.5066, -5.9906], [12.9649, 4.2049, 3.1346], [13.5255, 4.6179, 1.3238], [14.0271, 5.1532, 4.4512], [11.0652, 4.5054, 3.3900], [13.1422, 3.1422, 3.2880], [2.2391, -4.8658, -3.6557], [2.4575, -2.9441, -3.8078], [1.7042, -5.3867, -1.8670], [1.0298, -5.5654, -5.0004], [3.2145, -5.3132, -3.8402], [-5.9886, 4.4432, 8.6190], [-7.8045, 3.7888, 8.4284], [-5.3542, 4.2839, 10.4444], [-4.7789, 3.5959, 7.3611], [-6.0058, 5.5046, 8.3791], [3.3035, -4.9127, -8.7629], [3.1497, -4.0660, -7.0254], [5.0126, -5.8027, -8.9826], [1.8173, -6.1089, -9.1141], [3.2583, -4.1211, -9.5083], [-5.3246, -4.0137, -5.4320], [-5.9043, -4.6431, -3.6930], [-3.4336, -4.3342, -5.7198], [-6.4072, -4.7506, -6.8628], [-5.4706, -2.9350, -5.4449]],
  "lowdin_charge": [-0.385, 0.734, -0.217, -0.438, 0.681, -0.283, -0.003, -0.143, -0.246, -0.178, 0.006, -0.026, -0.323, -0.026, -0.068, -0.090, -0.025, -0.104, 0.043, 0.041, 0.113, -0.044, -1.551, 0.516, 0.520, 0.565, -0.018, -1.552, 0.584, 0.523, 0.522, -0.028, -1.531, 0.568, 0.578, 0.801, -0.017, -1.600, 0.556, 0.499, 0.576, -0.072, -1.560, 0.565, 0.541, 0.552, -0.036, -1.566, 0.529, 0.525, 0.552, -0.024, -1.579, 0.507, 0.554, 0.555, -0.059, -1.597, 0.539, 0.506, 0.556, -0.095, -1.576, 0.584, 0.536, 0.573, -0.021, -1.575, 0.567, 0.547, 0.549, -0.057, -1.614, 0.539, 0.553, 0.570, -0.074, -1.613, 0.541, 0.588, 0.797, -0.162, -1.574, 0.583, 0.580, 0.670, -0.024, -1.623, 0.557, 0.533, 0.565, -0.084, -1.620, 0.537, 0.574, 0.552, -0.051, -1.610, 0.562, 0.540, 0.546, -0.028, -1.608, 0.542, 0.559, 0.539, -0.027, -1.570, 0.557, 0.538, 0.532, -0.020, -1.582, 0.551, 0.571, 0.500, -0.023, -1.595, 0.528, 0.562, 0.558, -0.027, -1.608, 0.578, 0.551, 0.559, -0.026]
}

***

# 3
{
  "formula": "C29H29N2O3SSbW",
  "method": "ωB97M-V with the def2-TZVPD basis set",
  "gap_ev": [6.975, 6.609],
  "charge": 2,
  "max_force_ev_per_a": 0.490,
  "homo_ev": [-13.0911, -13.9427],
  "spin_multiplicity": 3,
  "e_above_lowest_ev": 1.425,
  "s2": 2.024,
  "lumo_energy_ev": [-6.116, -7.333],
  "species": ["W", "O", "C", "C", "C", "C", "C", "C", "C", "N", "N", "C", "O", "C", "C", "C", "C", "C", "C", "H", "H", "H", "H", "H", "H", "H", "H", "H", "H", "O", "S", "C", "C", "C", "C", "C", "C", "C", "C", "C", "C", "C", "C", "H", "H", "H", "H", "H", "H", "H", "H", "H", "H", "C", "Sb", "C", "C", "H", "H", "H", "H", "H", "H", "H", "H", "H"],
  "positions_angstrom": [[0.9921, -0.4812, 0.0888], [-0.0822, -2.1391, -0.2834], [-1.0141, -2.8010, 0.4094], [-1.5337, -3.9712, -0.1465], [-2.5247, -4.6762, 0.5052], [-3.0472, -4.2471, 1.7306], [-2.5512, -3.1007, 2.2952], [-1.5252, -2.3703, 1.6638], [-1.0532, -1.1690, 2.2700], [0.0263, -0.6395, 1.8124], [0.5428, 0.6590, 1.9659], [-0.1026, 1.5089, 1.0715], [-0.5474, 0.9723, -0.0042], [-0.0978, 2.9317, 1.3008], [0.3139, 3.4407, 2.5378], [0.2966, 4.8062, 2.7487], [-0.1331, 5.6549, 1.7347], [-0.5470, 5.1509, 0.5048], [-0.5301, 3.7893, 0.2819], [-1.1475, -4.3055, -1.1003], [-2.9148, -5.5778, 0.0507], [-3.8303, -4.8118, 2.2147], [-2.9376, -2.7416, 3.2414], [-1.5632, -0.7031, 3.1097], [0.6328, 2.7647, 3.3189], [0.6074, 5.2135, 3.7005], [-0.1509, 6.7235, 1.9042], [-0.8831, 5.8254, -0.2703], [-0.8516, 3.3788, -0.6655], [2.4464, 1.0217, -0.2783], [3.5761, 0.7237, 0.7618], [5.0611, 0.6916, -0.1798], [6.2468, 0.7246, 0.5448], [7.4449, 0.6780, -0.1498], [7.4400, 0.6281, -1.5378], [6.2435, 0.6252, -2.2456], [5.0357, 0.6527, -1.5679], [3.1811, -1.0235, 1.0251], [3.0998, -1.8723, -0.0993], [2.8276, -3.2305, 0.1121], [2.6597, -3.7149, 1.3964], [2.7793, -2.8671, 2.5010], [3.0399, -1.5218, 2.3295], [6.2412, 0.7927, 1.6264], [8.3809, 0.6993, 0.3906], [8.3785, 0.6078, -2.0749], [6.2553, 0.6122, -3.3268], [4.0930, 0.6839, -2.0991], [3.4312, -1.5256, -1.0715], [2.7767, -3.9023, -0.7340], [2.4599, -4.7673, 1.5458], [2.6673, -3.2597, 3.5026], [3.1114, -0.8545, 3.1790], [1.6211, -1.9246, -3.8848], [0.6829, -0.4318, -2.7156], [1.2213, 1.3849, -3.6605], [-1.3660, -0.6851, -3.1361], [1.2620, -1.8432, -4.9092], [1.3678, -2.9061, -3.4888], [2.7022, -1.7960, -3.8739], [2.0261, 1.2065, -4.3715], [1.5511, 2.1069, -2.9164], [0.3582, 1.7786, -4.1937], [-1.5284, -0.6157, -4.2102], [-1.9429, 0.0854, -2.6286], [-1.6818, -1.6634, -2.7792]],
  "lowdin_charge": [1.474, -0.313, -0.291, 0.001, -0.028, -0.051, -0.012, -0.135, 0.015, -0.166, 0.030, -0.418, -0.114, -0.162, -0.001, -0.041, -0.027, -0.040, 0.006, 0.123, 0.123, 0.119, 0.126, 0.162, 0.116, 0.119, 0.122, 0.119, 0.123, -0.647, 1.138, -0.400, -0.063, -0.037, -0.031, -0.039, -0.070, -0.474, -0.177, -0.035, -0.019, -0.023, -0.065, 0.121, 0.124, 0.123, 0.120, 0.100, 0.102, 0.130, 0.129, 0.129, 0.129, -0.273, 1.390, -0.267, -0.262, 0.026, 0.015, 0.012, 0.020, 0.006, 0.023, 0.028, 0.022, 0.014]
}

***

| no. | total energy (a.u.) |
| --- | --- |
| 1 | -8308.133049 |
| 2 | -164304.853181 |
| 3 | -2162.659698 |